Record 1
The following is a quantum chemistry calculation of 5 unconnected molecules or ions with the total composition C43H84I2N9O8PS3 at a distorted geometry, from OMol25.

Structure (XYZ):
```
150
Properties=species:S:1:pos:R:3:forces:R:3
C -7.166 -3.653 -0.090 0.0 0.2 0.0
H -1.447 1.154 -0.684 0.0 0.0 0.0
N -3.933 5.106 3.798 0.2 0.0 -0.1
S -4.709 -0.612 -1.149 0.0 -0.1 -0.1
H 7.538 -0.358 -8.646 0.0 -0.1 -0.1
N -4.712 -3.476 -0.053 0.0 0.2 -0.5
H -11.103 -1.950 -0.905 0.1 -0.2 -0.3
C -8.522 -1.779 -0.890 0.1 -0.1 0.0
O -3.022 7.024 1.849 0.0 0.0 0.0
H -5.994 7.772 3.467 0.0 0.0 0.0
H 4.389 -3.318 -0.375 0.2 0.0 0.0
C -3.239 -4.901 2.890 0.2 -0.2 -0.2
H 5.752 2.427 -5.806 0.0 0.0 0.0
C 5.627 3.047 2.203 0.2 0.1 -0.1
H 9.042 -0.169 -6.256 0.1 0.1 0.0
N 7.531 2.295 -3.708 0.0 -0.1 0.1
O -6.144 -3.040 2.612 0.1 -0.1 0.1
H 2.589 2.206 3.065 0.0 0.0 0.0
C -8.409 -3.082 -0.394 -0.2 0.2 -0.1
C 6.751 2.032 2.460 -0.2 -0.2 0.2
H -6.389 6.250 4.270 0.0 0.0 0.0
H 2.140 -0.712 1.681 -0.1 -0.2 -0.2
C -7.366 -1.031 -1.106 0.1 -0.4 0.0
C 6.446 1.373 -4.058 -0.1 0.2 0.0
C -4.276 6.523 3.933 -0.2 -0.1 -0.2
H -5.762 -2.855 4.657 0.0 -0.1 0.0
H -7.755 -4.261 2.929 0.0 0.0 0.1
H -3.644 8.475 3.189 -0.1 0.0 0.0
C 5.909 0.616 -2.838 0.1 -0.2 0.0
H 4.481 1.531 -4.973 0.0 0.0 0.0
H 5.808 3.519 1.234 0.0 0.0 0.0
H 9.460 -1.068 -4.993 0.1 0.0 0.0
H -3.457 7.470 -0.080 0.0 0.0 0.0
C 5.374 2.141 -4.825 0.0 0.0 -0.1
C -2.658 2.006 0.918 -0.2 0.4 -0.3
H -3.593 -5.916 3.032 0.7 -0.2 0.4
C 4.374 2.077 -1.711 0.0 0.1 0.1
H -9.801 -3.951 0.790 -0.1 0.0 0.0
H -3.847 4.906 2.802 -0.1 -0.1 0.0
C -1.004 -2.697 5.004 0.1 0.1 0.2
H -8.162 -5.413 0.641 0.0 0.2 -0.1
C 3.925 -1.201 -0.065 0.4 0.1 -0.4
C -6.123 -1.594 -0.803 0.2 0.0 0.1
H 9.640 -0.890 -8.586 0.0 0.0 0.0
N 6.655 0.860 1.591 0.0 0.2 -0.3
O -0.361 -0.285 1.477 0.3 -0.4 0.2
C -3.507 -1.312 -0.067 -0.3 -0.2 0.0
H -1.114 3.296 0.619 0.1 -0.1 -0.1
I 1.734 -1.778 4.350 0.1 0.4 0.4
H 0.339 -0.482 -0.488 0.0 -0.2 0.1
H 6.694 1.155 0.617 0.0 -0.1 0.0
H 7.773 -2.867 -5.712 0.0 0.0 0.0
H 6.046 0.829 4.134 0.0 0.0 0.0
H 7.786 1.056 4.081 0.0 0.0 0.0
H -2.337 7.403 3.688 0.0 0.0 0.0
C 3.656 2.171 3.283 0.0 -0.3 -0.1
N -1.396 2.622 1.326 0.0 0.1 0.1
N -9.651 -3.793 -0.200 0.2 0.0 0.1
O -10.365 0.309 -0.635 0.0 -0.2 0.1
C -6.658 -4.332 2.853 -0.3 -0.1 -0.2
H 6.747 2.382 4.609 0.0 0.0 0.0
H -6.307 -4.750 3.802 0.2 0.1 0.0
H -1.584 3.190 2.147 0.0 0.0 0.0
H 2.413 0.901 1.043 0.1 0.0 0.1
N -3.553 3.059 0.384 0.0 -0.3 0.1
I 1.206 -3.552 1.442 -0.2 -0.3 -0.4
C -1.441 -1.040 1.115 -0.3 0.2 -0.4
C -2.742 -4.543 1.710 0.0 0.1 0.0
S -7.426 0.604 -1.805 -0.2 0.3 0.0
H -3.187 3.347 -0.518 -0.1 0.2 0.0
H -2.996 4.956 4.163 0.0 0.0 0.1
O 2.679 -0.577 -0.343 -0.2 -0.5 0.2
C 9.991 -1.836 -8.175 0.1 -0.1 0.0
H 6.855 0.620 -4.740 0.0 -0.1 0.1
C -3.632 -2.628 0.369 0.3 0.0 0.4
H 5.830 -0.670 -8.336 0.0 0.0 0.0
C -5.549 -2.368 3.703 -0.1 0.2 -0.1
H -0.801 -3.769 5.033 -0.1 0.0 0.0
H 7.200 2.888 -2.951 0.0 0.1 -0.1
H 4.093 2.240 -0.669 0.0 0.0 0.0
H 10.040 -2.893 -6.331 -0.1 0.0 0.0
C 0.535 0.085 0.424 0.1 0.4 -0.3
C 6.831 1.550 3.906 0.1 0.1 0.1
H 8.297 1.772 -3.293 0.1 0.0 -0.1
H -0.925 -3.872 2.928 0.1 -0.1 -0.3
H 5.718 0.480 1.692 0.0 -0.1 0.0
C 6.828 -1.104 -8.281 -0.1 0.1 0.1
H 0.372 1.140 0.204 -0.1 0.0 0.0
H 7.687 2.552 2.234 0.0 0.0 -0.1
O 4.336 2.489 2.087 -0.1 0.1 -0.1
H -4.638 -5.699 -0.761 0.1 -0.1 0.1
H -2.736 1.098 2.742 0.0 -0.1 -0.1
H -4.413 8.380 1.106 0.0 0.0 0.0
H -3.960 2.152 2.456 0.1 0.1 0.1
H -4.771 6.662 0.779 -0.1 0.1 0.0
S -4.203 -4.550 -1.307 -0.1 0.0 -0.1
H -4.189 6.790 4.991 0.1 0.0 0.0
C -0.318 -2.042 3.799 -0.1 -0.7 0.2
O 5.633 1.425 -1.711 0.0 0.0 0.0
C -3.301 7.431 3.172 0.1 0.0 0.2
H 4.727 -0.496 -0.309 0.0 0.1 0.2
H 5.026 0.017 -3.101 0.0 0.1 0.0
H -5.945 -1.352 3.750 0.0 0.0 0.0
H -9.627 -4.700 -0.649 0.0 0.0 0.0
C -2.641 -3.138 1.224 0.1 0.1 0.3
H 3.874 2.874 4.093 0.1 0.0 0.0
H -5.953 6.247 2.571 0.0 0.0 0.0
H -2.338 -5.299 1.041 -0.7 -0.1 -0.3
H -6.760 -5.731 -0.333 0.0 0.0 0.0
O 7.068 -1.440 -6.928 0.0 0.0 -0.1
C -6.335 -5.295 1.723 -0.2 -0.3 -0.1
H -3.167 1.085 -0.922 0.1 -0.1 -0.1
H 3.897 1.150 3.594 0.0 0.1 0.2
C -7.151 -5.066 0.443 0.5 -0.1 0.1
H -3.296 -4.225 3.735 -0.7 0.2 -0.2
C 9.462 -2.070 -6.763 0.0 0.2 -0.2
H 4.424 3.050 -2.207 0.0 0.0 -0.1
H 4.790 -2.261 -1.763 0.1 -0.1 0.0
C 4.091 -2.441 -0.949 -0.4 0.1 0.0
C 2.001 -0.086 0.799 0.2 0.7 0.0
C -3.975 7.404 0.876 0.1 -0.1 0.0
H -6.581 -6.299 2.085 0.0 0.0 0.0
H 5.644 3.845 2.959 -0.1 -0.1 0.1
H -7.362 0.244 -3.095 0.1 -0.1 0.0
H -4.468 -2.300 3.546 0.0 0.0 0.1
H 9.687 -2.638 -8.850 0.0 0.0 0.0
H 5.084 3.056 -4.309 0.0 0.0 0.0
C -6.000 -2.891 -0.304 -0.5 -0.2 0.1
N 9.714 -0.873 -5.958 -0.2 -0.1 0.1
C -0.545 -2.938 2.540 0.2 0.8 0.3
C -2.437 -0.497 0.303 0.3 0.0 -0.1
H -5.280 -5.308 1.490 0.2 0.2 0.1
H -0.623 -2.291 5.939 -0.1 0.1 0.0
P -10.132 -1.016 -1.260 0.1 1.0 0.3
H 11.080 -1.798 -8.163 0.0 0.0 0.0
H 4.009 -1.458 0.994 -0.2 0.0 0.0
H 7.790 -3.320 -7.414 0.0 0.0 -0.1
H -0.757 -1.064 3.645 0.4 0.2 -0.1
N -3.377 1.437 2.035 0.0 0.0 0.1
H -4.456 2.627 0.196 0.0 0.1 -0.1
C -1.553 -2.344 1.598 -0.1 -0.4 0.2
C -5.735 6.713 3.532 -0.1 0.1 0.1
C 7.988 -2.495 -6.717 0.0 -0.1 0.2
H -2.081 -2.514 4.985 0.0 -0.2 -0.1
H 6.864 -1.987 -8.925 0.0 0.0 0.0
H 3.607 1.460 -2.188 0.0 0.0 0.0
C -2.387 0.930 -0.184 0.0 0.2 0.4
H 3.120 -2.661 -1.395 0.0 -0.1 0.0
H 6.682 -0.084 -2.508 0.0 0.0 0.0
H -10.120 -0.939 -2.668 -0.1 -0.4 -0.1
```
Positions in Å, forces in eV/Å.

Properties
Energy in eV: -133735.9754
Kohn-Sham gap in eV: 7.8

Mulliken atomic charge list, values in e, 99 entries: 0.26, 0.40, -0.65, -0.53, 0.26, 1.01, 0.08, 0.31, -0.36, 0.36, 0.34, -1.01, 0.37, -0.85, 0.31, -0.73, -0.18, 0.16, 0.53, 0.34, 0.36, -0.39, -0.26, 0.72, 0.29, 0.37, 0.30, 0.41, -0.67, 0.37, 0.31, 0.28, 0.26, -1.65, 0.40, 0.33, -0.61, 0.23, 0.24, -1.31, 0.43, 0.56, 1.12, 0.27, -0.65, -0.22, 0.80, 0.32, 0.10, 0.47, 0.23, 0.33, 0.25, 0.37, 0.34, -0.55, -0.26, -0.64, -0.63, -0.76, 0.37, 0.56, 0.19, -0.31, -0.62, 0.22, -0.24, -0.81, -0.23, 0.31, 0.28, -0.31, -1.44, 0.07, -0.56, 0.24, -0.66, 0.38, 0.32, 0.00, 0.41, -0.74, -1.49, 0.30, 0.75, 0.20, -0.73, 0.12, 0.49, -0.22, 0.07, 0.21, 0.33, 0.31, 0.21, -0.21, 0.45, 0.44, -0.05

=====

Record 2
The following is a quantum chemistry calculation of a molecular structure, C2H5GdMgO3 at a distorted geometry, from OMol25.

Structure (XYZ):
```
12
Properties=species:S:1:pos:R:3:forces:R:3
H -3.363 1.238 0.026 -0.4 0.4 -0.2
H 1.617 -0.877 -1.491 -0.3 0.0 0.2
H 2.044 0.823 0.122 -0.2 -0.3 0.0
O -0.420 -0.541 -1.106 -0.6 0.9 0.0
O 0.176 0.735 0.962 -0.9 0.5 0.2
H 1.846 -0.501 1.260 -0.3 0.2 -0.1
Gd -1.717 -0.602 1.156 1.3 -2.3 1.1
H 0.853 -1.927 -0.296 0.0 0.2 -0.1
C 0.872 -0.886 -0.676 0.4 -0.5 0.2
Mg -0.780 1.356 -0.686 0.7 -0.6 0.0
O -2.444 1.113 0.253 -0.6 1.6 -1.0
C 1.316 0.069 0.476 0.9 0.0 -0.3
```
Positions in Å, forces in eV/Å.

Properties
<S²>: 20.034
Energy in eV: -34572.6951
Charge: +1
Kohn-Sham gap (spin up / spin down) in eV: 6.4 / 8.4
2S+1: 9

Partial atomic charges computed with the Mulliken method, in multiples of e: 0.30, 0.33, 0.23, -0.66, -0.69, 0.28, 1.19, 0.28, -0.26, 1.05, -0.74, -0.32

=====

Record 3
The following is a quantum chemistry calculation of a molecular structure, C6H7F at a distorted geometry, from OMol25.

Structure (XYZ):
```
14
Properties=species:S:1:pos:R:3:forces:R:3
H 2.492 -1.232 0.052 -0.3 -0.4 -0.3
H -2.433 1.338 1.048 1.1 -0.5 0.3
H 2.551 0.562 -0.442 -1.1 -2.0 1.4
H -1.246 -1.664 -0.849 2.9 2.7 -0.6
C -1.620 0.251 -0.616 1.2 1.3 2.0
H 0.081 -0.809 -2.400 -2.2 1.3 4.2
C 1.981 -0.292 0.189 0.7 2.6 -0.3
C -0.459 -0.562 -1.137 -0.5 -2.3 -0.8
H -2.519 0.143 -0.980 -4.7 -0.4 -2.6
C -1.537 0.827 0.647 1.1 -1.4 -3.9
F 2.268 0.037 1.598 -0.4 -0.5 -2.1
C 0.455 -0.143 -0.067 3.2 0.3 4.0
C -0.111 0.608 0.969 -2.6 -0.4 -0.6
H 0.097 0.936 1.988 1.5 -0.3 -0.7
```
Positions in Å, forces in eV/Å.

Properties
Energy in eV: -9047.6973
Kohn-Sham gap in eV: 8.7

Partial atomic charges computed with the Mulliken method, in multiples of e: 0.30, 0.36, 0.17, 0.20, -0.67, 0.29, -0.22, -0.38, 0.57, -0.53, -0.31, 0.04, -0.20, 0.38

=====

Record 4
The following is a quantum chemistry calculation of 2 unconnected molecules or ions with the total composition C3H10NO at a distorted geometry, from OMol25.

Structure (XYZ):
```
15
Properties=species:S:1:pos:R:3:forces:R:3
C 2.606 -0.146 0.075 1.4 2.1 -0.8
H 2.786 1.021 0.248 -0.7 -2.4 -0.3
C 0.111 -0.168 -0.216 -1.3 1.3 -1.1
H -0.077 0.596 -1.045 0.5 -1.2 1.5
H 2.998 -0.311 -1.031 -1.1 0.0 2.4
H -0.998 -1.493 0.995 0.3 0.7 0.2
C 1.201 -0.583 0.380 0.9 0.0 -1.3
H -1.606 -1.370 -0.424 -0.1 -0.2 -1.1
O -2.719 1.554 -0.225 1.1 3.0 -0.7
H -3.115 1.305 -1.087 0.2 0.7 0.6
H -1.976 -0.107 0.554 2.4 -0.8 -0.7
H 1.050 -1.444 1.012 0.4 0.0 0.6
H -2.377 2.574 -0.302 -1.4 -3.9 0.1
N -1.139 -0.791 0.255 -2.8 0.5 1.2
H 3.254 -0.638 0.812 0.1 0.1 -0.6
```
Positions in Å, forces in eV/Å.

Properties
Energy in eV: -6802.7598
Charge: +1
Kohn-Sham gap in eV: 11.1

Partial atomic charges computed with the Mulliken method, in multiples of e: -1.07, 0.28, 0.09, 0.31, 0.29, 0.37, -0.17, 0.34, -0.72, 0.36, 0.37, 0.21, 0.37, -0.36, 0.33